1.
ORCA calculation (wB97M-V/def2-TZVPD) on a 9-piece molecular cluster, C22H64N2O9 overall at a distorted geometry.

The geometry in ORCA input format:
```
! RIJCOSX wB97M-V def2-TZVPD def2/J DEFGRID3
* xyz 0 1
C -0.885 -5.323 -0.624
O -1.797 -4.275 -0.901
C -1.373 -3.409 -1.937
C -2.296 -2.222 -2.032
C -3.701 -2.543 -2.525
N -1.614 -1.213 -2.863
H -1.529 -6.129 -0.269
H -0.214 -5.052 0.201
H -0.260 -5.656 -1.456
H -0.359 -3.058 -1.717
H -1.357 -3.963 -2.887
H -2.385 -1.747 -1.049
H -4.258 -1.673 -2.867
H -4.288 -2.973 -1.706
H -3.668 -3.274 -3.337
H -2.062 -0.314 -2.995
H -1.468 -1.553 -3.810
C -0.890 -3.003 2.755
O -0.819 -2.163 3.894
C -1.846 -2.433 4.816
C -1.648 -1.530 6.005
C -2.618 -1.738 7.161
N -1.717 -0.090 5.611
H -1.755 -2.736 2.141
H -0.735 -4.043 3.048
H -0.039 -2.745 2.117
H -2.843 -2.293 4.366
H -1.857 -3.499 5.100
H -0.639 -1.600 6.415
H -3.667 -1.675 6.864
H -2.392 -0.984 7.912
H -2.482 -2.725 7.611
H -1.320 -0.037 4.672
H -2.691 0.182 5.483
C -3.663 2.592 -1.616
C -3.914 1.298 -2.372
O -3.357 1.310 -3.681
H -4.210 3.433 -2.035
H -2.594 2.794 -1.531
H -3.985 2.405 -0.586
H -4.989 1.092 -2.491
H -3.577 0.445 -1.777
H -3.373 2.205 -4.026
C 3.947 0.839 0.003
C 5.201 1.686 0.142
O 6.197 0.947 0.884
H 4.207 -0.080 -0.527
H 3.200 1.376 -0.587
H 3.556 0.546 0.975
H 4.946 2.593 0.698
H 5.646 1.952 -0.816
H 6.352 1.438 1.694
C 1.363 2.514 2.726
C 0.734 2.613 4.090
O 1.718 2.521 5.105
H 2.141 1.747 2.663
H 1.790 3.434 2.326
H 0.651 2.169 1.972
H -0.069 1.866 4.171
H 0.167 3.552 4.170
H 1.257 2.722 5.927
C 2.742 -2.539 -2.542
C 2.653 -4.025 -2.736
O 3.940 -4.614 -3.028
H 3.217 -2.223 -1.604
H 1.741 -2.129 -2.360
H 3.269 -1.957 -3.297
H 2.017 -4.310 -3.581
H 2.268 -4.520 -1.844
H 4.066 -4.635 -3.977
C 0.772 4.271 -0.813
C 1.637 5.500 -0.660
O 2.279 5.565 0.600
H 0.012 4.159 -0.033
H 1.376 3.362 -0.846
H 0.181 4.305 -1.732
H 0.996 6.381 -0.792
H 2.332 5.515 -1.509
H 2.196 6.455 0.944
C 0.847 1.338 -4.304
C 1.670 2.600 -4.538
O 0.864 3.771 -4.361
H -0.054 1.233 -4.907
H 0.539 1.303 -3.252
H 1.456 0.431 -4.379
H 2.036 2.593 -5.568
H 2.474 2.626 -3.810
H 0.233 3.787 -5.086
C -1.137 0.271 0.641
C 0.294 0.291 0.144
O 0.517 -0.634 -0.896
H -1.419 0.823 1.532
H -1.488 -0.763 0.710
H -1.741 0.661 -0.194
H 1.012 0.027 0.927
H 0.627 1.301 -0.120
H -0.298 -0.742 -1.424
*
```

Calculated values
Structure (SMILES): COC[C@H](C)N.COC[C@H](C)N.CCO.CCO.CCO.CCO.CCO.CCO.CCO
Largest force on an atom in eV Å⁻¹: 1.63
Relative energy (zero: lowest compared OMol25 entry of this formula, charge and spin) in kcal/mol: 35.2

Just the Löwdin charges please, in e? Sure, here they are:
1 C -0.101
2 O -0.181
3 C -0.210
4 C -0.419
5 C -0.043
6 N 0.052
7 H 0.089
8 H 0.082
9 H 0.083
10 H 0.109
11 H 0.135
12 H 0.117
13 H 0.065
14 H 0.083
15 H 0.083
16 H 0.041
17 H 0.096
18 C -0.105
19 O -0.195
20 C -0.234
21 C -0.427
22 C -0.072
23 N 0.034
24 H 0.085
25 H 0.091
26 H 0.088
27 H 0.132
28 H 0.128
29 H 0.138
30 H 0.076
31 H 0.077
32 H 0.076
33 H 0.045
34 H 0.067
35 C -0.080
36 C -0.326
37 O -0.090
38 H 0.076
39 H 0.070
40 H 0.080
41 H 0.115
42 H 0.082
43 H 0.084
44 C -0.083
45 C -0.298
46 O -0.088
47 H 0.069
48 H 0.064
49 H 0.065
50 H 0.108
51 H 0.106
52 H 0.073
53 C -0.077
54 C -0.327
55 O -0.064
56 H 0.074
57 H 0.066
58 H 0.043
59 H 0.088
60 H 0.112
61 H 0.083
62 C -0.092
63 C -0.306
64 O -0.091
65 H 0.072
66 H 0.042
67 H 0.076
68 H 0.108
69 H 0.103
70 H 0.070
71 C -0.097
72 C -0.323
73 O -0.072
74 H 0.074
75 H 0.055
76 H 0.063
77 H 0.112
78 H 0.110
79 H 0.078
80 C -0.090
81 C -0.299
82 O -0.096
83 H 0.069
84 H 0.062
85 H 0.071
86 H 0.107
87 H 0.108
88 H 0.076
89 C -0.056
90 C -0.331
91 O -0.099
92 H 0.073
93 H 0.056
94 H 0.059
95 H 0.100
96 H 0.078
97 H 0.023


2.
ORCA calculation (wB97M-V/def2-TZVPD) on C22H66BF4KO11 as an isolated structure at a distorted geometry.

The geometry in ORCA input format:
```
! RIJCOSX wB97M-V def2-TZVPD def2/J DEFGRID3
* xyz 0 1
K -12.860 -11.565 22.890
B -11.134 -12.744 20.395
F -11.586 -13.418 21.522
F -9.751 -12.841 20.207
F -11.787 -13.264 19.265
F -11.506 -11.402 20.599
C -14.171 -17.555 20.418
C -13.883 -16.089 20.127
O -12.464 -15.894 20.299
H -13.542 -18.244 19.860
H -15.222 -17.729 20.162
H -14.120 -17.811 21.476
H -14.402 -15.454 20.850
H -14.118 -15.829 19.092
H -12.294 -14.950 20.450
C -12.662 -7.913 21.562
C -13.893 -7.928 22.472
O -13.721 -8.975 23.446
H -12.476 -8.829 21.000
H -11.776 -7.718 22.170
H -12.711 -7.083 20.854
H -14.800 -8.093 21.889
H -13.936 -6.971 22.991
H -13.770 -8.563 24.311
C -9.338 -11.424 15.572
C -9.996 -11.787 16.888
O -9.360 -11.129 17.980
H -8.291 -11.724 15.505
H -9.500 -10.388 15.277
H -9.773 -12.062 14.794
H -9.910 -12.873 17.013
H -11.071 -11.591 16.884
H -9.610 -11.615 18.777
C -7.434 -16.579 18.263
C -8.313 -15.376 18.519
O -7.626 -14.428 19.331
H -6.571 -16.357 17.632
H -7.979 -17.348 17.710
H -7.076 -17.046 19.180
H -9.196 -15.709 19.080
H -8.697 -14.935 17.597
H -8.290 -13.790 19.623
C -7.209 -13.687 23.082
C -7.039 -12.305 22.463
O -8.302 -11.645 22.319
H -7.859 -13.767 23.955
H -6.236 -14.084 23.384
H -7.646 -14.361 22.338
H -6.557 -12.386 21.488
H -6.480 -11.671 23.152
H -8.764 -12.070 21.591
C -9.400 -8.108 20.013
C -8.558 -7.999 21.256
O -8.209 -6.619 21.441
H -10.309 -7.506 20.054
H -9.712 -9.145 19.872
H -8.874 -7.807 19.107
H -7.663 -8.620 21.161
H -9.086 -8.406 22.124
H -7.759 -6.551 22.289
C -14.814 -11.616 20.012
C -15.974 -11.924 20.914
O -15.526 -12.098 22.265
H -15.088 -11.512 18.965
H -14.018 -12.355 20.113
H -14.356 -10.657 20.284
H -16.473 -12.852 20.603
H -16.793 -11.199 20.852
H -16.305 -12.277 22.799
C -10.911 -17.436 15.983
C -11.663 -17.146 17.252
O -11.732 -15.730 17.434
H -11.373 -16.915 15.140
H -10.888 -18.498 15.733
H -9.874 -17.097 15.971
H -11.181 -17.637 18.107
H -12.669 -17.581 17.281
H -11.756 -15.578 18.392
C -14.119 -12.345 14.893
C -13.672 -13.367 15.928
O -12.469 -13.954 15.485
H -15.013 -11.809 15.213
H -14.187 -12.783 13.897
H -13.346 -11.573 14.809
H -14.444 -14.144 15.982
H -13.592 -12.801 16.865
H -12.230 -14.628 16.158
C -11.356 -14.948 26.204
C -12.315 -14.635 25.061
O -12.726 -13.251 25.085
H -11.793 -14.769 27.190
H -10.458 -14.331 26.166
H -11.083 -16.003 26.159
H -13.195 -15.276 25.142
H -11.821 -14.741 24.098
H -13.194 -13.145 25.922
C -9.190 -17.329 23.591
C -10.026 -16.570 22.578
O -11.253 -17.234 22.332
H -9.125 -18.380 23.321
H -9.646 -17.210 24.579
H -8.207 -16.871 23.711
H -9.420 -16.456 21.667
H -10.207 -15.533 22.887
H -11.681 -16.725 21.601
*
```

Calculated values
Largest force on an atom in eV Å⁻¹: 1.39
Relative energy (zero: lowest compared OMol25 entry of this formula, charge and spin) in kcal/mol: 0.0

Löwdin atomic charge list, values in e, 99 entries:
1 K 0.901
2 B -1.300
3 F 0.088
4 F 0.121
5 F 0.144
6 F 0.077
7 C -0.071
8 C -0.246
9 O -0.126
10 H 0.077
11 H 0.078
12 H 0.076
13 H 0.118
14 H 0.114
15 H 0.061
16 C -0.081
17 C -0.274
18 O -0.156
19 H 0.063
20 H 0.078
21 H 0.083
22 H 0.110
23 H 0.116
24 H 0.085
25 C -0.080
26 C -0.315
27 O -0.076
28 H 0.074
29 H 0.071
30 H 0.071
31 H 0.099
32 H 0.105
33 H 0.032
34 C -0.081
35 C -0.319
36 O -0.080
37 H 0.075
38 H 0.062
39 H 0.074
40 H 0.098
41 H 0.104
42 H 0.041
43 C -0.088
44 C -0.291
45 O -0.088
46 H 0.068
47 H 0.075
48 H 0.057
49 H 0.114
50 H 0.107
51 H 0.036
52 C -0.081
53 C -0.318
54 O -0.086
55 H 0.056
56 H 0.063
57 H 0.083
58 H 0.109
59 H 0.100
60 H 0.074
61 C -0.062
62 C -0.300
63 O -0.140
64 H 0.089
65 H 0.064
66 H 0.074
67 H 0.114
68 H 0.116
69 H 0.091
70 C -0.076
71 C -0.295
72 O -0.106
73 H 0.079
74 H 0.077
75 H 0.068
76 H 0.114
77 H 0.109
78 H 0.052
79 C -0.097
80 C -0.348
81 O -0.094
82 H 0.068
83 H 0.073
84 H 0.070
85 H 0.109
86 H 0.096
87 H 0.036
88 C -0.072
89 C -0.269
90 O -0.164
91 H 0.074
92 H 0.079
93 H 0.070
94 H 0.119
95 H 0.092
96 H 0.085
97 C -0.072
98 C -0.344
99 O -0.094